[1]
Entry from the OMol25 dataset: a cluster of 9 separate species, C26H52Cl10O12 in total (ωB97M-V/def2-TZVPD).

Structure (XYZ):
```
100
Properties=species:S:1:pos:R:3:lowdin_charge:R:1
Cl -0.6098 -1.7922 4.2333 0.53
C 1.0871 -1.5027 4.6448 -0.64
C 1.3627 0.0517 4.9357 -0.61
Cl 0.4564 0.5947 6.3674 0.52
H 1.6727 -1.7447 3.7262 0.06
H 1.2574 -2.1662 5.5045 0.06
H 0.8691 0.5906 4.0939 0.06
H 2.3641 0.2347 5.1172 0.03
Cl -4.1914 0.5459 -1.6210 0.54
C -4.5867 -1.0050 -2.5543 -0.56
C -4.6581 -0.6123 -3.9607 -0.70
Cl -3.0921 -0.1647 -4.5694 0.61
H -5.5328 -1.2994 -2.1682 0.07
H -3.7921 -1.6746 -2.2787 0.02
H -5.3302 0.1730 -4.2103 0.07
H -4.8858 -1.5325 -4.4786 0.08
Cl 2.4188 -2.5674 -7.4274 0.46
C 0.7865 -2.1594 -6.6412 -0.56
C 0.6590 -2.7860 -5.2303 -0.63
Cl 0.4250 -4.5722 -5.3458 0.51
H 0.1072 -2.5855 -7.3847 0.06
H 0.7030 -1.0921 -6.4710 0.06
H -0.2022 -2.4338 -4.6557 0.04
H 1.5301 -2.6836 -4.6511 0.04
Cl -2.4305 -3.5116 0.5198 0.55
C -1.4986 -4.1675 -0.8798 -0.63
C -2.2629 -4.0398 -2.1643 -0.66
Cl -3.9384 -4.6931 -2.1485 0.54
H -1.4824 -5.2260 -0.6220 0.06
H -0.5101 -3.7250 -0.9798 0.05
H -1.6855 -4.5921 -2.9468 0.08
H -2.3124 -2.9637 -2.3990 0.03
Cl -3.8254 5.0493 -0.1984 0.61
C -2.5746 3.8298 -0.1131 -0.73
C -1.8400 3.4614 -1.3780 -0.64
Cl -1.0559 4.9198 -2.0525 0.58
H -2.9722 2.9139 0.2145 0.02
H -1.9384 4.1110 0.7670 0.05
H -2.5267 2.9987 -2.0835 0.06
H -1.1873 2.6661 -1.1275 0.02
C 2.0876 -4.7657 0.3958 -0.04
C 2.7669 -3.5662 1.0155 -0.21
O 4.0993 -3.9896 1.2776 0.04
C 4.9709 -3.0130 1.4948 -0.60
O 4.7601 -1.8271 1.5056 0.11
O 6.1570 -3.5216 1.7842 0.02
C 7.3130 -2.6684 1.7618 -0.02
H 2.5263 -5.0382 -0.5718 0.09
H 1.0543 -4.5923 0.1967 0.03
H 2.1403 -5.6600 1.1209 0.12
H 2.4055 -3.2361 1.9867 0.12
H 2.8164 -2.7004 0.3760 0.11
H 7.1507 -1.8921 1.0557 0.07
H 8.1931 -3.2318 1.4960 0.09
H 7.5496 -2.2355 2.7618 0.11
C 5.0693 1.4161 -0.4307 -0.06
C 3.8993 0.5008 -0.5029 -0.09
O 2.5877 1.3128 -0.8337 0.02
C 2.1488 2.0194 0.1586 -0.68
O 2.5493 1.9700 1.2736 0.13
O 1.1289 2.8363 -0.1980 -0.04
C 0.6562 3.6779 0.9105 -0.02
H 5.9432 0.7320 -0.4101 0.10
H 5.1462 1.8805 0.5057 0.06
H 5.2150 2.1018 -1.2441 0.08
H 3.8214 -0.0533 0.3915 0.08
H 3.8847 -0.1302 -1.3511 0.11
H 0.1187 4.5214 0.5028 0.06
H 1.5739 4.1121 1.3886 0.12
H 0.0734 3.0442 1.5388 0.05
C -1.1961 0.5981 0.8476 -0.04
C -0.5375 -0.3970 -0.0493 -0.17
O -0.2031 0.3015 -1.2811 0.00
C -0.0778 -0.4730 -2.3599 -0.55
O -0.3300 -1.6681 -2.3441 0.07
O 0.3328 0.1911 -3.4752 -0.02
C 0.7402 1.5552 -3.3105 -0.01
H -2.0080 0.9531 0.2344 0.04
H -0.6426 1.4811 1.1011 0.05
H -1.5417 0.2343 1.7655 0.06
H -1.2880 -1.1970 -0.2506 0.08
H 0.4108 -0.8118 0.3341 0.14
H 1.2682 1.7469 -4.2519 0.11
H 1.4459 1.5992 -2.5084 0.06
H -0.1490 2.1907 -3.1462 0.09
C -5.2815 2.6302 2.3297 -0.05
C -4.4466 1.9300 3.3836 -0.21
O -3.9034 2.8893 4.2959 0.05
C -2.8097 3.4969 3.8614 -0.65
O -2.2834 3.2527 2.8217 0.10
O -2.3773 4.3158 4.7784 0.03
C -1.2746 5.1876 4.3125 0.02
H -6.0865 3.1664 2.8428 0.08
H -5.8075 1.8838 1.7288 0.08
H -4.7286 3.3834 1.7167 0.04
H -3.6800 1.2417 3.0430 0.11
H -5.0471 1.2703 4.0448 0.13
H -1.0381 5.7164 5.2102 0.08
H -1.6553 5.8580 3.5636 0.10
H -0.3879 4.6219 4.0214 0.09
```

**LUMO energy**: 0.35 eV
**E_HOMO**: -10.51 eV
**Energy relative to the best compared isomer or geometry (same formula, charge and spin)**: 0.00 kcal per mole
**Net charge**: 0
**Gap between HOMO and LUMO**: 10.9 eV
**E**: -6526.68573 Ha
**Multiplicity**: 1
**SMILES string**: CCOC(=O)OC.CCOC(=O)OC.CCOC(=O)OC.CCOC(=O)OC.ClCCCl.ClCCCl.ClCCCl.ClCCCl.ClCCCl

[2]
Entry from the OMol25 dataset: the molecule C4H9NS (ωB97M-V/def2-TZVPD).

Structure (XYZ):
```
15
Properties=species:S:1:pos:R:3:nbo_charge:R:1
C 0.0250 1.8459 -0.3947 -0.61
C 0.4133 0.7657 0.6424 -0.48
C 0.0255 -0.6710 0.1285 0.31
C 1.1473 -1.6915 -0.0713 -0.66
H 0.9233 2.3714 -0.5746 0.21
H -0.6315 2.5914 0.1628 0.21
H -0.4890 1.3952 -1.2396 0.23
H 0.0394 1.0612 1.6025 0.23
H 1.5030 0.5865 0.7098 0.21
H 1.3832 -1.6732 -1.0973 0.23
H 0.8442 -2.7247 0.1209 0.24
H 2.0139 -1.5040 0.5488 0.21
H -3.4384 -0.9123 -0.6443 0.12
N -1.1441 -1.1962 -0.0630 -0.56
S -2.6152 -0.2443 0.1691 0.11
```

**LUMO energy**: 0.93 eV
**E_HOMO**: -8.67 eV
**Energy relative to the best compared isomer or geometry (same formula, charge and spin)**: 35.95 kcal per mole
**Net charge**: 0
**Gap between HOMO and LUMO**: 9.6 eV
**E**: -610.69640 Ha
**Multiplicity**: 1
**SMILES string**: CC/C(C)=N\S

[3]
Entry from the OMol25 dataset: a cluster of 3 separate species, C2H11NO2S2 in total (ωB97M-V/def2-TZVPD).

Structure (XYZ):
```
18
Properties=species:S:1:pos:R:3:nbo_charge:R:1
N -0.6293 0.0542 1.9752 -0.84
C -1.4710 -0.9403 1.2802 -0.23
C -0.6012 -1.5746 0.1678 -0.55
S -1.4648 -2.3916 -1.1854 0.11
S -2.3257 -0.6514 -2.1162 -0.17
H -1.0602 0.2264 2.8793 0.36
H -0.6793 0.9550 1.5164 0.35
H -1.7970 -1.6920 1.9870 0.19
H -2.3122 -0.4724 0.7589 0.18
H 0.1886 -0.8870 -0.1248 0.22
H -0.0684 -2.4107 0.6451 0.22
H -1.2719 -0.5202 -2.9509 0.15
H 3.6335 1.4716 -0.2312 0.46
H 3.4692 2.1356 1.0872 0.47
O 3.0653 2.0654 0.2196 -0.94
H 1.8406 1.6588 -2.2085 0.47
H 0.5922 1.4174 -1.3974 0.47
O 0.8917 1.5558 -2.3021 -0.94
```

**LUMO energy**: 0.48 eV
**E_HOMO**: -9.10 eV
**Energy relative to the best compared isomer or geometry (same formula, charge and spin)**: 9.62 kcal per mole
**Net charge**: 0
**Gap between HOMO and LUMO**: 9.6 eV
**E**: -1084.38944 Ha
**Multiplicity**: 1
**SMILES string**: NCCSS.O.O